The following is a DFT calculation (wB97M-V/def2-TZVPD) of a single C21H18N2 molecule at a distorted geometry.

Each atom is followed by the atoms it is bonded to, with distances in Å.
Positions of all 41 atoms, in Å:
1 C -1.13 0.13 2.13  C14 1.402, C34 1.417, N41 1.372
2 H 4.44 -3.94 -0.11  C17 1.080
3 H 0.83 2.79 -1.83  C23 1.081
4 H 2.36 -3.15 0.96  C6 1.078
5 H 0.78 1.36 0.01  C36 1.102
6 C 2.73 -2.69 0.06  H4 1.078, C17 1.380, C30 1.397
7 H 4.00 -0.96 -3.13  C37 1.081
8 N 0.65 -1.46 1.43  C21 1.275, C34 1.372
9 H -2.93 1.23 -0.55  C27 1.081
10 H -0.11 -0.46 -1.65  C25 1.089
11 H -1.81 -2.36 5.04  C40 1.079
12 H -2.78 4.12 -3.69  C38 1.080
13 C -2.37 -0.50 4.13  C14 1.376, H33 1.080, C40 1.389
14 C -2.11 0.38 3.10  C1 1.402, C13 1.376, H24 1.083
15 C -3.00 2.67 -2.13  H20 1.080, C27 1.383, C38 1.385
16 C -0.89 3.54 -2.85  C23 1.384, H31 1.080, C38 1.384
17 C 3.89 -3.12 -0.54  H2 1.080, C6 1.380, C26 1.386
18 H -1.26 -0.85 -0.36  C25 1.094
19 H -0.04 -2.82 3.38  C22 1.079
20 H -4.08 2.64 -2.21  C15 1.080
21 C 0.77 -1.20 0.19  N8 1.275, C25 1.502, C30 1.466
22 C -0.64 -1.92 3.31  H19 1.079, C34 1.401, C40 1.375
23 C -0.25 2.76 -1.91  H3 1.081, C16 1.384, C35 1.388
24 H -2.69 1.29 3.02  C14 1.083
25 C -0.28 -0.43 -0.57  H10 1.089, H18 1.094, C21 1.502, C36 1.546
26 C 4.35 -2.51 -1.69  C17 1.386, H32 1.080, C37 1.384
27 C -2.36 1.88 -1.19  H9 1.081, C15 1.383, C35 1.390
28 C 2.47 -1.02 -1.64  C30 1.395, C37 1.383, H39 1.080
29 H -1.52 1.93 1.32  N41 1.009
30 C 1.99 -1.63 -0.49  C6 1.397, C21 1.466, C28 1.395
31 H -0.32 4.19 -3.50  C16 1.080
32 H 5.26 -2.85 -2.16  C26 1.080
33 H -3.14 -0.28 4.84  C13 1.080
34 C -0.38 -1.06 2.24  C1 1.417, N8 1.372, C22 1.401
35 C -0.97 1.92 -1.07  C23 1.388, C27 1.390, C36 1.510
36 C -0.27 1.04 -0.07  H5 1.102, C25 1.546, C35 1.510, N41 1.442
37 C 3.64 -1.45 -2.24  H7 1.081, C26 1.384, C28 1.383
38 C -2.27 3.51 -2.96  H12 1.080, C15 1.385, C16 1.384
39 H 1.95 -0.18 -2.08  C28 1.080
40 C -1.62 -1.67 4.24  H11 1.079, C13 1.389, C22 1.375
41 N -0.91 1.13 1.21  C1 1.372, H29 1.009, C36 1.442

The calculation puts the molar mass at 298.39 g/mol. The structure (SMILES) is c1ccc(C2=Nc3ccccc3N[C@H](c3ccccc3)C2)cc1. Its calculated total energy is -25049.535 eV. For the HOMO-LUMO gap, the calculation gives 0.2889 Ha.